This record from OMol25 describes the ion C5H7N2 with charge +1 in a non-equilibrium geometry. The level of theory is ωB97M-V with the def2-TZVPD basis set.

Each line ends with the natural charge from an NBO analysis.
Cartesian coordinates (Å):
H -0.2788 -1.4880 -3.1400  0.39
N 0.0081 -0.8704 -2.3439  -0.65
C -0.6354 -1.1666 -1.2349  0.11
C -0.5210 -0.3087 -0.0839  -0.33
N 0.7171 0.4749 -0.2320  -0.41
C 1.2847 1.2559 0.6704  0.23
C 0.7871 1.3190 2.0057  -0.18
C 0.2759 1.5610 3.0882  0.08
H -1.3538 -1.9994 -1.3637  0.22
H -1.4743 0.1766 -0.1386  0.27
H -0.5608 -0.8300 0.8290  0.25
H 0.7796 0.4948 -1.2392  0.48
H 2.3093 1.6968 0.3600  0.29
H 0.0605 1.6047 4.0311  0.23

Cartesian forces, eV/Å:
0.45 0.69 1.01
-1.31 -0.63 2.07
0.88 -1.72 -5.81
0.46 0.07 0.91
-1.74 1.58 2.00
0.89 -1.50 -1.38
-0.69 0.88 0.65
2.73 -1.28 -6.65
0.16 0.54 1.18
-0.35 1.58 0.30
0.31 -0.74 1.27
1.80 0.28 -1.23
-2.01 -0.32 0.63
-1.57 0.56 5.04

As for the energy above the lowest of the compared OMol25 structures with the same formula, charge and spin: 4.828 eV. The calculation puts the total energy at -303.841536 Ha. The spin multiplicity is 1. The total charge is +1. As for the frontier orbital gap: 0.328 hartree. The structure (SMILES) is [H]/N=C/C/[NH+]=C\C#C. The calculation puts the maximum force at 7.3 eV/A.



This record from OMol25 describes a structure of composition C14H20N3NiO3PS3. The level of theory is ωB97M-V with the def2-TZVPD basis set.

Each line ends with the natural charge from an NBO analysis.
Cartesian coordinates (Å):
Ni -0.5662 0.1803 -2.0523  0.81
C -2.9416 5.3133 0.3971  -0.62
C -2.5090 4.1381 -0.4508  -0.07
O -1.2760 3.6458 0.0706  -0.85
P -0.6942 2.2406 -0.5317  1.57
S -1.8829 0.7189 -0.1088  -0.68
S -0.2028 2.5625 -2.4191  -0.71
O 0.5884 2.1279 0.4419  -0.85
C 1.7241 2.9802 0.2757  -0.06
C 1.7990 3.9631 1.4255  -0.63
H -3.9218 5.6701 0.0749  0.20
H -2.2287 6.1349 0.3140  0.20
H -3.0067 5.0187 1.4452  0.21
H -2.3603 4.4328 -1.4932  0.19
H -3.2573 3.3410 -0.4262  0.19
H 1.6637 3.4917 -0.6859  0.21
H 2.6012 2.3279 0.2567  0.17
H 0.9090 4.5918 1.4344  0.22
H 2.6816 4.5987 1.3218  0.20
H 1.8599 3.4368 2.3794  0.20
C -1.5186 -5.1273 2.9159  -0.63
C -0.7541 -4.0524 2.1913  -0.01
C -0.3924 -2.8773 2.8335  -0.21
C 0.3317 -1.8952 2.1653  -0.19
C 0.6956 -2.1054 0.8490  -0.29
C 0.3223 -3.2623 0.1753  -0.13
C -0.3995 -4.2264 0.8511  -0.23
S 1.6669 -0.8615 0.0243  1.30
C 3.1899 -1.8184 -0.1035  -0.82
O 1.1747 -0.7974 -1.3895  -1.01
H -1.8912 -4.7695 3.8749  0.21
H -0.8813 -5.9941 3.1041  0.22
H -2.3688 -5.4703 2.3251  0.22
H -0.6964 -2.7141 3.8606  0.21
H 0.5810 -0.9589 2.6498  0.23
H 0.5638 -3.3694 -0.8760  0.24
H -0.7052 -5.1276 0.3319  0.21
H 2.9869 -2.8854 -0.1421  0.23
H 3.8439 -1.5848 0.7347  0.23
H 3.6159 -1.4769 -1.0465  0.25
N 1.8816 -3.2483 -6.3343  -0.55
C 0.9909 -2.5393 -6.0970  0.46
N -0.0275 -1.7299 -5.9430  -0.72
C -0.3808 -1.2423 -4.8022  0.56
N -0.8089 -0.7807 -3.8219  -0.68

Cartesian forces, eV/Å:
-0.31 -0.06 -0.33
0.00 0.00 0.01
0.04 0.04 -0.04
-0.12 -0.18 0.17
0.19 0.53 0.09
0.13 -0.08 -0.03
-0.09 0.01 -0.03
0.00 -0.11 -0.07
-0.04 0.01 0.05
0.00 0.02 0.00
0.01 0.01 -0.01
0.01 -0.01 0.01
-0.02 0.00 -0.01
-0.02 -0.01 -0.01
0.00 -0.01 0.02
0.02 0.00 -0.02
0.00 0.00 -0.01
0.01 0.00 0.00
0.00 0.00 0.00
0.00 0.00 -0.01
-0.01 0.00 -0.02
-0.03 -0.04 0.01
0.04 0.06 -0.01
-0.08 -0.03 -0.03
0.02 -0.05 0.20
-0.09 0.10 -0.02
0.01 0.01 -0.01
-0.21 0.09 0.08
0.03 0.03 -0.19
0.17 -0.24 -0.06
0.00 0.00 0.00
0.00 0.00 0.01
0.00 0.01 0.00
0.01 0.00 0.01
0.01 -0.01 0.01
0.01 -0.02 0.01
0.00 0.01 0.00
-0.02 0.01 -0.09
-0.01 0.03 0.01
0.18 -0.03 0.07
-0.07 -0.01 0.01
0.19 -0.05 0.11
-0.19 0.16 -0.26
-0.02 -0.21 0.13
0.29 0.05 0.25

The calculation puts the total energy at -3979.847567 Ha. The spin multiplicity is 2. The total charge is -1. As for the frontier orbital gap (alpha / beta): 0.234 / 0.216 hartree. The calculation puts the maximum force at 0.6 eV/A.



This record from OMol25 describes a structure of composition C31H28BiN5O2S3. The level of theory is ωB97M-V with the def2-TZVPD basis set.

Each line ends with the natural charge from an NBO analysis.
Cartesian coordinates (Å):
Bi -0.4508 -0.3210 -0.3911  1.79
C -1.9774 2.1798 2.2517  -0.42
N -0.6488 1.5722 2.2791  -0.48
C 0.3506 2.5114 1.7716  -0.22
C 1.7440 1.8979 1.6354  -0.24
N 2.0008 1.3863 0.2955  -0.48
C 3.0790 0.3913 0.2792  -0.42
C 2.2002 2.3701 -0.7274  0.20
C 2.8065 3.5966 -0.4613  -0.26
C 3.0341 4.5323 -1.4627  -0.26
C 2.6587 4.2303 -2.7652  -0.23
C 2.0583 3.0124 -3.0435  -0.22
C 1.8167 2.0592 -2.0444  -0.19
S 1.0404 0.5592 -2.5025  -0.39
C -0.2983 1.0316 3.5717  0.17
C -0.4294 1.8325 4.7039  -0.25
C -0.0918 1.3767 5.9708  -0.29
C 0.3978 0.0803 6.0956  -0.23
C 0.5333 -0.7261 4.9793  -0.24
C 0.1896 -0.2910 3.6795  -0.19
S 0.3658 -1.3890 2.3414  -0.39
H -2.0081 3.1565 2.7662  0.14
H -2.6856 1.5125 2.7445  0.20
H -2.2867 2.3198 1.2152  0.25
H 0.4062 3.3998 2.4251  0.15
H 0.0116 2.8519 0.7881  0.22
H 1.8415 1.0522 2.3124  0.24
H 2.4942 2.6331 1.9549  0.16
H 4.0398 0.8386 0.5864  0.15
H 3.1824 -0.0117 -0.7271  0.23
H 2.8255 -0.4245 0.9573  0.24
H 3.1101 3.8333 0.5518  0.20
H 3.5000 5.4813 -1.2234  0.19
H 2.8109 4.9512 -3.5623  0.19
H 1.7331 2.7764 -4.0504  0.22
H -0.8116 2.8418 4.5886  0.19
H -0.2111 2.0168 6.8367  0.19
H 0.6767 -0.3010 7.0735  0.19
H 0.9086 -1.7374 5.0784  0.21
O -1.8144 1.7019 -0.8542  -0.83
C -1.9361 2.2221 -2.0298  0.41
C -1.9677 3.6380 -2.1889  -0.26
C -2.0606 4.2381 -3.4248  -0.21
C -2.1690 3.4673 -4.5903  -0.32
C -2.1974 2.0925 -4.4636  -0.15
C -2.0815 1.4489 -3.2254  -0.22
C -2.2688 0.0094 -3.1864  0.15
N -1.9538 -0.7791 -2.2282  -0.38
N -2.4656 -2.0596 -2.3152  -0.46
C -2.4829 -2.6157 -1.1227  0.57
O -2.0991 -2.0905 -0.0269  -0.79
C -3.0384 -4.0097 -1.0642  -0.10
C -3.2557 -4.7667 -2.2133  -0.12
C -3.7708 -6.0512 -2.1164  -0.26
C -4.0737 -6.5926 -0.8711  -0.23
C -3.8456 -5.8439 0.2755  -0.23
C -3.3226 -4.5613 0.1792  -0.16
H -1.8839 4.2311 -1.2848  0.20
H -2.0647 5.3215 -3.4937  0.19
H -2.2304 3.9358 -5.5657  0.19
H -2.2952 1.4721 -5.3516  0.19
H -2.8138 -0.4431 -4.0168  0.17
H -3.0090 -4.3265 -3.1707  0.22
H -3.9261 -6.6390 -3.0148  0.19
H -4.4726 -7.5975 -0.7966  0.19
H -4.0582 -6.2694 1.2501  0.20
H -3.0996 -3.9721 1.0600  0.24
S 0.9534 -2.4638 -1.2659  -0.34
C 0.4656 -3.8344 -0.4176  0.08
N 0.1896 -4.8346 0.1020  -0.45

Cartesian forces, eV/Å:
-0.45 0.16 0.60
0.03 -0.08 -0.02
-0.07 -0.04 -0.05
0.05 -0.02 -0.06
-0.04 0.00 0.05
-0.06 -0.11 -0.02
0.02 0.06 0.06
0.05 0.04 0.03
-0.02 0.04 0.04
-0.03 -0.09 -0.04
-0.03 -0.03 0.01
0.01 0.02 0.06
-0.20 0.09 -0.04
0.29 -0.14 -0.28
0.07 0.05 0.00
0.02 -0.03 0.03
-0.03 0.00 -0.08
0.03 -0.03 -0.05
-0.03 0.10 0.01
-0.13 0.07 -0.02
0.17 -0.05 0.04
0.00 -0.01 0.01
0.03 -0.01 -0.02
0.07 0.02 0.03
-0.02 0.04 0.05
-0.02 0.03 0.02
-0.05 -0.05 0.04
0.09 -0.02 0.00
-0.04 0.01 0.00
-0.03 0.00 -0.02
-0.05 0.00 -0.01
-0.03 -0.01 -0.06
-0.01 0.00 0.00
0.00 -0.03 0.02
0.00 0.03 0.03
0.02 -0.01 -0.02
0.01 0.01 0.01
-0.01 -0.02 -0.03
0.00 0.01 0.00
0.18 0.01 -0.22
0.00 0.00 0.02
0.05 -0.06 -0.02
-0.07 -0.14 -0.01
0.04 0.05 0.05
0.03 -0.09 0.07
0.00 0.09 0.04
-0.07 0.01 0.02
-0.09 0.20 -0.13
0.08 -0.17 0.17
-0.02 -0.08 -0.11
0.09 0.18 -0.17
-0.01 0.01 0.01
-0.05 0.07 0.04
0.02 0.01 0.01
0.02 0.08 -0.04
0.01 0.01 -0.02
0.01 -0.03 0.04
0.02 0.00 -0.02
0.04 0.00 0.01
-0.02 -0.01 0.03
-0.03 0.02 0.04
-0.04 0.01 -0.03
-0.01 -0.03 0.01
0.00 0.01 0.01
0.00 -0.02 0.00
0.01 0.02 -0.02
0.00 -0.02 -0.03
0.28 -0.06 -0.14
-0.12 -0.29 0.15
0.07 0.25 -0.12

As for the energy above the lowest of the compared OMol25 structures with the same formula, charge and spin: 0.000 eV. The calculation puts the total energy at -3031.657295 Ha. The spin multiplicity is 1. The total charge is -2. As for the frontier orbital gap: 0.237 hartree. The calculation puts the maximum force at 0.8 eV/A.



This record from OMol25 describes the molecule C18H23FN4O. The level of theory is ωB97M-V with the def2-TZVPD basis set.

Each line ends with the natural charge from an NBO analysis.
Cartesian coordinates (Å):
C 3.2689 -1.8185 -0.6565  -0.42
N 1.8373 -1.8978 -0.8605  -0.42
C 1.4018 -2.5991 -1.9363  0.66
O 2.1785 -3.1018 -2.7365  -0.63
C -0.0578 -2.7722 -2.1114  0.02
C -1.0522 -3.2160 -1.2493  -0.31
C -2.1929 -3.3220 -2.0470  -0.07
N -1.9264 -2.9752 -3.2936  -0.25
N -0.6421 -2.6664 -3.3301  -0.12
C -0.0355 -2.2347 -4.5565  -0.42
C 0.9772 -1.1423 0.0265  -0.06
C 0.9284 -1.7142 1.4461  -0.40
C -0.0772 -0.8976 2.2505  -0.40
C 0.3006 0.5792 2.2141  -0.23
N 0.3543 1.0511 0.8409  -0.44
C 0.5290 2.4921 0.7787  -0.24
C -0.7101 3.2052 1.2479  -0.13
C -1.9740 2.7296 0.9196  -0.18
C -3.1147 3.3878 1.3408  -0.22
C -3.0143 4.5437 2.0981  -0.20
C -1.7684 5.0402 2.4362  -0.30
C -0.6408 4.3644 2.0080  0.46
F 0.5726 4.8601 2.3498  -0.34
C 1.3763 0.3382 0.1001  -0.22
H 3.6624 -0.8516 -0.9770  0.20
H 3.7327 -2.5977 -1.2593  0.25
H 3.5101 -1.9796 0.3928  0.20
H -0.9611 -3.4533 -0.2095  0.22
H -3.1801 -3.6305 -1.7671  0.21
H 0.0520 -1.1456 -4.5828  0.20
H -0.6724 -2.5615 -5.3755  0.23
H 0.9560 -2.6769 -4.6466  0.25
H -0.0343 -1.1717 -0.3879  0.24
H 0.6435 -2.7669 1.4198  0.21
H 1.9116 -1.6422 1.9152  0.20
H -0.1054 -1.2408 3.2856  0.21
H -1.0728 -1.0185 1.8205  0.21
H -0.4507 1.1663 2.7469  0.22
H 1.2725 0.7248 2.7218  0.16
H 1.4002 2.8292 1.3661  0.19
H 0.7079 2.7649 -0.2673  0.21
H -2.0405 1.8257 0.3347  0.23
H -4.0866 2.9999 1.0763  0.22
H -3.9034 5.0597 2.4265  0.22
H -1.6568 5.9370 3.0250  0.23
H 1.4289 0.7496 -0.9117  0.21
H 2.3681 0.4458 0.5735  0.16

Cartesian forces, eV/Å:
0.21 -0.16 -0.13
0.03 0.00 0.01
0.28 0.01 0.01
-0.02 -0.07 -0.18
-0.57 -0.33 0.14
0.30 0.15 -0.17
0.23 0.06 0.06
-0.60 -0.05 -0.50
0.26 -0.10 0.60
0.29 0.20 -0.59
-0.13 0.16 0.31
-0.29 0.08 -0.20
0.27 0.11 0.11
-0.29 -0.16 0.13
0.09 0.06 0.00
0.14 0.02 -0.04
0.13 0.24 0.13
0.00 0.13 0.05
-0.11 -0.05 -0.05
0.04 0.00 0.01
0.16 0.02 0.02
-0.16 -0.12 -0.08
-0.09 -0.05 -0.04
-0.16 -0.18 -0.22
0.04 -0.02 0.02
0.03 0.12 0.11
0.01 0.06 0.04
0.08 -0.01 0.23
-0.21 -0.07 0.01
-0.02 -0.06 -0.01
0.02 0.03 0.08
-0.13 0.04 0.00
0.21 0.07 0.09
0.05 -0.05 -0.01
0.08 -0.04 0.01
-0.05 -0.01 0.02
-0.08 -0.01 0.03
0.09 -0.01 0.03
-0.02 0.05 -0.01
-0.07 -0.03 -0.11
0.08 -0.02 0.08
-0.01 -0.12 -0.06
-0.09 -0.04 -0.03
-0.07 0.05 0.03
0.03 0.09 0.06
0.06 -0.01 0.02
0.01 0.02 -0.04

As for the energy above the lowest of the compared OMol25 structures with the same formula, charge and spin: 0.785 eV. The calculation puts the total energy at -1093.833853 Ha. The spin multiplicity is 1. The total charge is 0. As for the frontier orbital gap: 0.355 hartree. The structure (SMILES) is CN(C(=O)c1ccnn1C)[C@H]1CCCN(Cc2ccccc2F)C1. The calculation puts the maximum force at 0.8 eV/A.